Entry 1:
Computed, not measured: a cluster of 2 separate species, C7H10O2S in total at a distorted geometry, with ωB97M-V with the def2-TZVPD basis set.

Properties
Total charge: 0
Molecular weight (g mol⁻¹): 158.2
Total energy (eV): -22344.3677
Largest force on an atom (eV/Å): 5.60
Energy relative to the best compared isomer or geometry (same formula, charge and spin) (eV): 5.670
LUMO (spin up / spin down) (eV): -0.6 / -0.6

Geometry (Å):
S: -1.2389 -0.8340 0.0782
O: -1.3305 -1.7787 -1.0237
O: -1.2397 -1.4937 1.3202
C: 0.0065 0.4369 0.0456
C: 2.2379 -0.5479 -0.1836
C: 3.1067 0.4200 -0.2424
C: 2.0207 -1.9621 0.1107
C: -2.0418 1.7447 0.1617
C: -2.6114 0.3692 -0.1509
C: -0.4893 1.6586 -0.0306
H: -3.5159 0.2085 0.5605
H: -2.4076 1.8775 1.2153
H: 1.1392 -2.0356 0.5528
H: 1.9895 -2.4590 -0.8206
H: 2.9492 -2.3069 0.8018
H: 4.0190 0.2509 0.1977
H: 2.7364 1.3916 -0.7000
H: -0.0205 2.5448 -0.0461
H: -2.3029 2.4115 -0.6082
H: -3.0065 0.1039 -1.2386

---

Entry 2:
Computed, not measured: a cluster of 3 separate species, C7H10O3 in total at a distorted geometry, with ωB97M-V with the def2-TZVPD basis set.

Properties
Total charge: 0
Molecular weight (g mol⁻¹): 142.2
Total energy (eV): -13556.8379
Largest force on an atom (eV/Å): 1.01
Energy relative to the best compared isomer or geometry (same formula, charge and spin) (eV): 6.478
LUMO (spin up / spin down) (eV): 0.2 / -0.5

Geometry (Å):
O: 2.4918 -1.5585 -0.8539
O: -1.1183 2.7470 1.5249
O: -2.1610 2.7124 -0.4663
C: 0.6602 0.6819 0.0578
C: -1.4799 -0.8411 -0.5057
C: 1.5639 -2.0412 1.3347
C: -0.2746 -0.0123 -0.5670
C: -1.1829 2.2967 0.4079
C: 1.7199 -1.3457 0.0131
C: 0.6506 0.7574 -1.4483
H: 0.6025 -2.5602 1.3346
H: -1.3692 -1.7302 -1.1319
H: -1.7242 -1.1239 0.5184
H: 1.4198 0.2209 -2.0006
H: 1.0294 1.0532 0.9986
H: 2.3753 -2.7541 1.5004
H: 0.2762 1.6572 -1.9215
H: 1.5298 -1.3007 2.1348
H: -2.3054 -0.2525 -0.9163
H: -2.7038 3.3936 -0.0138

---

Entry 3:
Computed, not measured: a cluster of 2 separate species, C7H10OS in total at a distorted geometry, with ωB97M-V with the def2-TZVPD basis set.

Properties
Total charge: 0
Molecular weight (g mol⁻¹): 142.2
Total energy (eV): -20299.0056
Largest force on an atom (eV/Å): 4.17
Energy relative to the best compared isomer or geometry (same formula, charge and spin) (eV): 4.392
LUMO (eV): 0.5

Geometry (Å):
S: 2.3072 0.6134 -0.4803
O: 3.4060 1.0210 -1.6805
C: -0.3022 -1.6086 0.3010
C: -1.0369 -0.3979 0.3540
C: -2.2879 -0.3896 -0.0860
C: -4.3866 0.7332 -0.5754
C: 3.4200 -0.1354 0.7466
C: 0.3092 -2.6546 0.3846
C: -3.1548 0.7748 -0.1728
H: 4.0857 -0.9818 0.3444
H: -0.4442 0.4519 0.9056
H: 3.9830 0.7560 1.1501
H: -2.8001 1.8143 0.1636
H: 2.8025 -0.7527 1.4034
H: 0.5024 -3.6298 0.2829
H: -5.0384 1.5969 -0.3997
H: 3.3895 1.9663 -1.8115
H: -4.6334 -0.2434 -0.9625
H: -2.7225 -1.3663 -0.3282

---

Entry 4:
Computed, not measured: the molecule C7H10OS at a distorted geometry, with ωB97M-V with the def2-TZVPD basis set.

Properties
Multiplicity: 3
Total charge: 0
Molecular weight (g mol⁻¹): 142.2
<S²>: 2.01
Total energy (eV): -20298.4979
Largest force on an atom (eV/Å): 5.40
Energy relative to the best compared isomer or geometry (same formula, charge and spin) (eV): 1.043
LUMO (spin up / spin down) (eV): 0.8 / -2.8

Geometry (Å):
S: -2.4412 -0.4745 0.0569
O: 1.2957 -1.3018 -1.0697
C: 1.3231 1.1124 0.5925
C: -2.7308 0.8606 -1.1518
C: 2.4286 0.4244 0.1118
C: -0.0304 0.7459 0.3447
C: 2.3471 -0.7188 -0.7717
C: -0.2766 -1.6315 1.2595
C: -0.6928 -0.3644 0.5652
H: -1.8205 1.0195 -1.5928
H: -0.6241 1.5838 -0.1394
H: -3.4621 0.8065 -1.8667
H: 0.4270 -2.1208 0.4777
H: 3.4331 0.7074 0.1865
H: -1.0987 -2.3020 1.6706
H: 3.3881 -0.9719 -1.1326
H: -3.0331 1.8454 -0.6216
H: 0.2661 -1.4260 2.1920
H: 1.3016 2.2057 0.8889

---

Entry 5:
Computed, not measured: the molecule C7H10S at a distorted geometry, with ωB97M-V with the def2-TZVPD basis set.

Properties
Total charge: 0
Molecular weight (g mol⁻¹): 126.2
Total energy (eV): -18252.3380
Largest force on an atom (eV/Å): 5.55
Energy relative to the best compared isomer or geometry (same formula, charge and spin) (eV): 3.878
LUMO (eV): 1.1

Geometry (Å):
S: -0.7754 1.5122 0.0870
C: 2.6613 0.9395 -0.0664
C: -2.9179 -0.2293 -0.8568
C: 1.6094 -0.1323 -0.3853
C: -1.8258 0.0136 0.0568
C: 0.3996 0.1526 0.5226
C: -0.6478 -0.9545 0.4276
C: -3.2246 -0.0571 0.4251
H: -0.2897 -1.5957 -0.3033
H: -0.8948 -1.5612 1.2654
H: 0.8862 0.2094 1.4434
H: 1.8613 -1.0970 -0.2733
H: -3.2922 -0.4252 -1.7989
H: 2.3193 1.9906 -0.0757
H: 3.2370 0.5970 0.8761
H: -4.0215 -0.0922 1.1206
H: 1.4365 -0.1189 -1.5089
H: 3.4793 0.8484 -0.9561

---

Entry 6:
Computed, not measured: a cluster of 2 separate species, C7H10S3 in total at a distorted geometry, with ωB97M-V with the def2-TZVPD basis set.

Properties
Total charge: 0
Molecular weight (g mol⁻¹): 190.4
Total energy (eV): -39923.5736
Largest force on an atom (eV/Å): 3.52
Energy relative to the best compared isomer or geometry (same formula, charge and spin) (eV): 2.375
LUMO (spin up / spin down) (eV): -0.8 / -1.5

Geometry (Å):
S: 1.2521 1.6104 -0.0398
S: -2.2500 -0.1579 1.6282
S: 1.0166 -2.1519 0.3399
C: 2.7494 1.2060 0.8362
C: 0.0732 0.7282 0.8971
C: 1.7059 -1.8153 -1.2432
C: -3.1718 0.2696 -0.6404
C: -1.2446 0.6253 0.5228
C: -1.8790 0.7523 -0.6902
C: -3.6311 -0.1774 0.5749
H: -3.9158 0.3024 -1.4977
H: -4.6398 -0.4431 0.8032
H: 2.8155 1.6859 1.7476
H: 2.3300 -0.9049 -1.2957
H: 3.6619 1.3859 0.3450
H: 2.6471 0.0792 0.8924
H: -1.3587 1.0572 -1.5153
H: 0.2133 0.4053 1.9338
H: 2.5979 -2.5862 -1.4620
H: 1.0278 -1.8709 -2.1368

---

Repeat the fifth record exactly.
Computed, not measured: the molecule C7H10S at a distorted geometry, with ωB97M-V with the def2-TZVPD basis set.

Properties
Total charge: 0
Molecular weight (g mol⁻¹): 126.2
Total energy (eV): -18252.3380
Largest force on an atom (eV/Å): 5.55
Energy relative to the best compared isomer or geometry (same formula, charge and spin) (eV): 3.878
LUMO (eV): 1.1

Geometry (Å):
S: -0.7754 1.5122 0.0870
C: 2.6613 0.9395 -0.0664
C: -2.9179 -0.2293 -0.8568
C: 1.6094 -0.1323 -0.3853
C: -1.8258 0.0136 0.0568
C: 0.3996 0.1526 0.5226
C: -0.6478 -0.9545 0.4276
C: -3.2246 -0.0571 0.4251
H: -0.2897 -1.5957 -0.3033
H: -0.8948 -1.5612 1.2654
H: 0.8862 0.2094 1.4434
H: 1.8613 -1.0970 -0.2733
H: -3.2922 -0.4252 -1.7989
H: 2.3193 1.9906 -0.0757
H: 3.2370 0.5970 0.8761
H: -4.0215 -0.0922 1.1206
H: 1.4365 -0.1189 -1.5089
H: 3.4793 0.8484 -0.9561

---

Question: Among the records above, which one has the lowest largest force on an atom?
Answer: C7H10O3

---

What did the first record say?
Computed, not measured: a cluster of 2 separate species, C7H10O2S in total at a distorted geometry, with ωB97M-V with the def2-TZVPD basis set.

Properties
Total charge: 0
Molecular weight (g mol⁻¹): 158.2
Total energy (eV): -22344.3677
Largest force on an atom (eV/Å): 5.60
Energy relative to the best compared isomer or geometry (same formula, charge and spin) (eV): 5.670
LUMO (spin up / spin down) (eV): -0.6 / -0.6

Geometry (Å):
S: -1.2389 -0.8340 0.0782
O: -1.3305 -1.7787 -1.0237
O: -1.2397 -1.4937 1.3202
C: 0.0065 0.4369 0.0456
C: 2.2379 -0.5479 -0.1836
C: 3.1067 0.4200 -0.2424
C: 2.0207 -1.9621 0.1107
C: -2.0418 1.7447 0.1617
C: -2.6114 0.3692 -0.1509
C: -0.4893 1.6586 -0.0306
H: -3.5159 0.2085 0.5605
H: -2.4076 1.8775 1.2153
H: 1.1392 -2.0356 0.5528
H: 1.9895 -2.4590 -0.8206
H: 2.9492 -2.3069 0.8018
H: 4.0190 0.2509 0.1977
H: 2.7364 1.3916 -0.7000
H: -0.0205 2.5448 -0.0461
H: -2.3029 2.4115 -0.6082
H: -3.0065 0.1039 -1.2386